Below is a structure of composition C4H4Li2O3 at a distorted geometry, with properties calculated with the ωB97M-V functional and the def2-TZVPD basis.

Geometry as XYZ:
```
13
Properties=species:S:1:pos:R:3:nbo_charge:R:1
O 0.68122 -0.22856 -0.60452 -0.4802
C -0.63190 -0.32312 -0.87893 0.9759
C 1.06931 -0.23788 0.73745 -0.0045
O -0.97114 -0.41673 -2.06445 -0.7330
O -1.46962 -0.31265 0.07822 -0.9832
C 1.04031 1.03753 1.46049 -0.2602
Li -2.83906 -0.47111 -1.40250 0.9681
H 0.95316 -1.22671 1.19350 0.2135
H 0.62266 1.99396 1.14316 0.2294
C 2.37758 0.50127 1.37179 -0.4025
H 2.78611 -0.06753 2.21206 0.2561
H 3.08144 0.98537 0.69031 0.2549
Li -1.21524 0.04521 1.86783 0.9658
```

The charge is +1. As for the frontier orbital gap (spin up / spin down): 8.45 / 9.85 eV. The largest force on an atom is 0.0291 hartree/bohr. Its electronic energy is -10759.26937 eV. The multiplicity is 2. As for the relative energy (zero: lowest compared OMol25 entry of this formula, charge and spin): 100.1 kJ/mol.